Record 1
Formula: CH14N2O4
Source: OMol25
Level of theory: ωB97M-V/def2-TZVPD

Structure (XYZ):
```
21
Properties=species:S:1:pos:R:3
N 1.31 0.96 -2.21
C 1.54 2.18 -1.46
N 1.39 2.37 0.00
H 1.89 0.36 -2.73
H 0.61 0.39 -1.81
H 2.40 2.66 -1.78
H 0.83 2.87 -1.87
H 0.52 2.02 0.22
H 2.09 1.93 0.50
O -2.35 -0.24 3.04
H -1.73 0.27 3.52
H -1.81 -0.65 2.32
O -0.48 -0.21 0.80
H -0.88 0.69 0.67
H -0.36 -0.58 -0.10
O -0.33 -2.31 2.24
H -0.49 -1.42 1.99
H -0.16 -2.35 3.16
O -0.67 -2.00 -2.93
H 0.28 -1.67 -2.71
H -0.67 -2.75 -2.35
```

The value obtained for the frontier orbital gap is 9.6 eV. The LUMO energy is 0.1 eV. The net charge is 0. Its energy above the lowest of the compared OMol25 structures with the same formula, charge and spin is 2.390 eV. As for the largest force on an atom: 3.46 eV/Å. Its SMILES is NCN.O.O.O.O. The calculated total energy is -456.89189 hartree.

***

Record 2
Formula: CH14NO4
Source: OMol25
Level of theory: ωB97M-V/def2-TZVPD

Structure (XYZ):
```
20
Properties=species:S:1:pos:R:3
C 1.32 -0.75 0.16
N 0.19 0.22 0.34
H 1.18 -1.63 0.77
H 2.20 -0.22 0.50
H 1.37 -0.88 -0.92
H 0.21 0.93 -0.42
H -0.80 -0.11 0.36
H 0.21 0.70 1.23
H 1.54 5.40 -1.73
H 1.41 5.74 -0.25
O 1.34 5.00 -0.87
H -1.90 -6.44 0.57
H -2.77 -5.21 0.65
O -1.96 -5.54 0.24
H -2.74 -1.64 1.44
H -1.22 -1.80 1.74
O -1.91 -1.15 1.56
H 0.65 3.02 -1.25
H 1.00 2.25 -2.51
O 0.69 2.12 -1.61
```

The value obtained for the frontier orbital gap is 11.1 eV. The LUMO energy is -2.9 eV. The net charge is +1. Its energy above the lowest of the compared OMol25 structures with the same formula, charge and spin is 0.913 eV. As for the largest force on an atom: 1.29 eV/Å. The calculated total energy is -401.98033 hartree.

***

Record 3
Formula: CH14NO6
Source: OMol25
Level of theory: ωB97M-V/def2-TZVPD

Structure (XYZ):
```
22
Properties=species:S:1:pos:R:3
N 0.26 -0.18 -1.93
C -0.08 0.90 -0.96
O -0.84 0.43 0.02
H 0.89 -0.94 -1.46
H -0.51 -0.66 -2.25
H 0.79 1.35 -0.40
H -0.72 1.70 -1.48
H -0.12 -2.75 -0.12
H 1.39 -3.13 -0.55
O 0.51 -3.11 -0.73
H -2.97 1.76 -1.27
H -2.39 1.62 0.09
O -2.84 2.25 -0.47
H -1.51 -2.31 0.75
H -0.68 -0.93 0.57
O -0.63 -1.96 0.93
H 3.39 1.21 0.50
H 2.40 0.62 1.49
O 3.29 0.89 1.40
H -0.19 0.52 1.51
H 0.25 1.82 2.02
O 0.31 0.90 2.35
```

The value obtained for the frontier orbital gap is 8.7 eV. The LUMO energy is 3.7 eV. The net charge is -1. Its energy above the lowest of the compared OMol25 structures with the same formula, charge and spin is 1.994 eV. As for the largest force on an atom: 5.71 eV/Å. The calculated total energy is -552.70301 hartree.

***

Record 4
Formula: CH14O5
Source: OMol25
Level of theory: ωB97M-V/def2-TZVPD

Structure (XYZ):
```
20
Properties=species:S:1:pos:R:3
C -2.48 -0.82 0.21
H -3.22 -1.67 0.41
H -1.65 -1.18 -0.36
H -2.24 -0.41 1.19
H -3.17 -0.06 -0.14
O 0.54 -0.90 -1.28
H 0.87 -0.17 -0.74
H 1.25 -1.31 -1.78
O 2.09 1.10 1.62
H 1.78 1.34 2.51
H 2.24 0.15 1.72
O -0.04 0.44 -3.56
H -0.05 -0.07 -2.73
H -0.61 1.19 -3.37
O 1.60 -1.50 2.87
H 0.90 -0.95 3.24
H 1.22 -2.02 2.16
O -0.05 2.15 -0.52
H 0.85 1.84 -0.31
H 0.16 2.86 -1.13
```

The value obtained for the frontier orbital gap is 10.8 eV. The LUMO energy is 0.1 eV. The net charge is 0. Its energy above the lowest of the compared OMol25 structures with the same formula, charge and spin is 1.007 eV. As for the largest force on an atom: 3.25 eV/Å. Its SMILES is C.O.O.O.O.O. The calculated total energy is -422.66833 hartree.

***

Record 5
Formula: CH14O5S
Source: OMol25
Level of theory: ωB97M-V/def2-TZVPD

Structure (XYZ):
```
21
Properties=species:S:1:pos:R:3
C -1.08 -1.71 -1.56
S -0.26 -0.18 -2.25
H -0.50 -2.52 -2.03
H -2.13 -1.83 -1.79
H -0.96 -1.78 -0.46
H -0.20 0.56 -1.13
O -0.34 -0.14 2.33
H -0.37 0.87 2.40
H 0.50 -0.17 1.75
O 2.02 -1.81 -0.52
H 2.95 -1.91 -0.54
H 1.88 -1.65 -1.47
O -2.05 0.89 -0.14
H -2.05 0.21 0.55
H -2.29 1.77 0.17
O -0.19 2.56 1.06
H -0.82 2.02 0.61
H -0.42 2.84 1.99
O 2.06 0.70 0.75
H 2.09 1.43 0.16
H 2.15 -0.15 0.11
```

The value obtained for the frontier orbital gap is 9.4 eV. The LUMO energy is 0.4 eV. The net charge is 0. Its energy above the lowest of the compared OMol25 structures with the same formula, charge and spin is 1.294 eV. As for the largest force on an atom: 4.14 eV/Å. Its SMILES is CS.O.O.O.O.O. The calculated total energy is -820.83571 hartree.

***

Record 6
Formula: CH15HfO10
Source: OMol25
Level of theory: ωB97M-V/def2-TZVPD

Structure (XYZ):
```
27
Properties=species:S:1:pos:R:3
Hf 1.72 12.08 26.26
C 1.13 14.28 27.42
O 1.94 14.16 26.59
O 0.57 15.44 27.80
O 0.62 13.16 27.60
H 1.05 16.10 27.29
O 1.48 16.81 25.13
H 1.90 17.42 24.53
H 0.52 16.85 24.97
O 0.66 12.98 24.56
H 0.90 12.77 23.68
H -0.24 13.31 24.45
O 1.10 10.58 27.63
H 0.21 10.52 27.97
H 1.35 9.67 27.44
O -0.92 11.47 26.00
H -0.92 11.07 25.12
H -1.74 11.25 26.38
O 3.27 12.22 27.74
H 3.49 11.51 28.37
H 4.10 12.69 27.61
O -1.83 14.79 26.80
H -2.59 14.71 27.35
H -1.12 14.91 27.41
O 3.33 12.68 25.01
H 3.18 13.51 24.58
H 4.16 12.31 24.65
```

The value obtained for the frontier orbital gap is 7.0 eV. The LUMO energy is -12.9 eV. The net charge is +3. Its energy above the lowest of the compared OMol25 structures with the same formula, charge and spin is 2.793 eV. As for the largest force on an atom: 12.06 eV/Å. The calculated total energy is -846.51876 hartree.

***

Record 7
Formula: CH16N12
Source: OMol25
Level of theory: ωB97M-V/def2-TZVPD

Structure (XYZ):
```
29
Properties=species:S:1:pos:R:3
C -2.07 0.81 -0.11
N -0.91 0.21 0.59
N -0.26 1.05 1.60
N -0.96 1.04 2.89
N -0.14 0.23 3.70
N 0.20 -0.20 -0.64
N 1.16 -1.07 -0.23
N 0.68 -2.36 -0.05
N -0.22 -2.69 1.05
N 0.73 1.01 -0.88
N 0.76 1.49 -2.23
N 1.68 0.79 -3.10
N 1.11 -0.31 -3.82
H -1.72 1.73 -0.69
H -2.29 0.04 -0.80
H -2.65 1.04 0.71
H -0.02 2.01 1.29
H -1.83 0.51 2.76
H -0.19 0.59 4.70
H -0.40 -0.79 3.68
H 1.62 -0.68 0.68
H 0.34 -2.65 -0.92
H -1.03 -2.22 0.93
H 0.32 -2.49 1.91
H 1.50 1.34 -0.40
H 1.15 2.48 -2.20
H 2.31 0.17 -2.59
H 0.69 -0.90 -3.19
H 0.44 -0.17 -4.64
```

The value obtained for the frontier orbital gap is 9.3 eV. The LUMO energy is 1.0 eV. The net charge is 0. Its energy above the lowest of the compared OMol25 structures with the same formula, charge and spin is 0.000 eV. As for the largest force on an atom: 4.42 eV/Å. Its SMILES is CN(NNN)N(NNN)NNNN. The calculated total energy is -704.34715 hartree.

***

Record 8
Formula: CH16O7
Source: OMol25
Level of theory: ωB97M-V/def2-TZVPD

Structure (XYZ):
```
24
Properties=species:S:1:pos:R:3
C -1.96 -0.75 -1.93
O -1.10 -0.36 -0.90
H -2.40 -1.74 -1.77
H -2.80 -0.07 -2.10
H -1.43 -0.80 -2.88
H -1.41 -0.41 0.05
O -0.62 2.55 1.68
H -1.02 1.75 1.29
H -1.23 3.29 1.58
O -1.28 -0.05 1.44
H -0.41 -0.51 1.57
H -1.70 0.00 2.30
O 1.19 0.26 -2.28
H 0.81 0.86 -2.94
H 0.40 -0.07 -1.79
O 1.20 -1.10 1.87
H 1.48 -1.31 0.96
H 1.49 -0.19 1.99
O 2.09 -2.20 -0.69
H 1.80 -1.73 -1.49
H 1.48 -2.93 -0.58
O 2.05 1.64 1.76
H 2.16 1.87 0.83
H 1.21 2.00 2.03
```

The value obtained for the frontier orbital gap is 10.8 eV. The LUMO energy is 0.3 eV. The net charge is 0. Its energy above the lowest of the compared OMol25 structures with the same formula, charge and spin is 0.094 eV. As for the largest force on an atom: 1.43 eV/Å. Its SMILES is CO.O.O.O.O.O.O. The calculated total energy is -574.37442 hartree.

***

Record 9
Formula: CH17O11
Source: OMol25
Level of theory: ωB97M-V/def2-TZVPD

Structure (XYZ):
```
29
Properties=species:S:1:pos:R:3
C 0.25 -1.09 -0.23
O 0.07 -0.69 -1.34
O 0.75 -0.26 0.74
O 0.12 -2.32 0.08
H 0.53 0.69 0.45
O -0.54 -2.82 2.79
H -0.40 -2.42 2.00
H -1.37 -3.22 2.71
O 0.43 3.63 -0.75
H 1.27 3.19 -1.28
H 0.21 2.99 -0.08
O -0.99 2.15 1.19
H -1.59 1.51 1.32
H -1.62 2.81 0.75
O -2.15 -3.12 -1.09
H -1.54 -2.54 -0.60
H -2.82 -3.32 -0.48
O 3.03 -1.95 1.32
H 3.79 -1.94 0.52
H 2.36 -1.41 1.01
O -2.18 0.69 -2.63
H -1.50 0.21 -2.22
H -2.41 -0.26 -2.98
O 1.77 -0.11 -3.22
H 1.17 -0.47 -3.88
H 1.43 0.06 -2.32
O 0.76 3.22 3.02
H 0.21 2.68 2.43
H 0.99 4.09 2.77
```

The value obtained for the frontier orbital gap is 8.5 eV. The LUMO energy is 2.5 eV. The net charge is -1. Its energy above the lowest of the compared OMol25 structures with the same formula, charge and spin is 2.481 eV. As for the largest force on an atom: 6.47 eV/Å. The calculated total energy is -875.97775 hartree.

***

Record 10
Formula: CH19MnO12
Source: OMol25
Level of theory: ωB97M-V/def2-TZVPD

Structure (XYZ):
```
33
Properties=species:S:1:pos:R:3
O -2.97 -0.18 -2.21
H -2.62 -0.09 -3.12
H -2.23 0.06 -1.54
H -3.27 -1.11 -2.08
Mn 0.53 1.53 -2.15
C 0.16 0.18 -0.05
O 1.29 0.80 -0.36
O -0.85 0.61 -0.82
O 0.11 -0.83 0.61
O 4.14 0.42 -0.33
H 3.18 0.50 -0.39
H 4.32 0.41 0.62
O 2.58 2.77 1.21
H 3.41 2.88 0.73
H 2.11 2.07 0.74
O -2.83 2.32 0.36
H -2.02 1.89 0.07
H -3.50 1.64 0.41
O -2.64 -0.88 2.00
H -2.61 -1.83 2.16
H -1.85 -0.70 1.49
O -1.20 -3.48 0.72
H -1.13 -3.64 -0.22
H -0.78 -2.63 0.87
O 0.40 3.47 -1.23
H 0.03 4.30 -1.56
H 0.20 3.45 -0.28
O 1.53 -2.63 -1.18
H 1.26 -1.95 -0.55
H 2.29 -2.27 -1.65
O 1.34 -2.47 2.68
H 1.08 -1.92 1.93
H 0.52 -2.68 3.14
```

The value obtained for the frontier orbital gap (spin up / spin down) is 6.0 / 5.9 eV. The LUMO energy (spin up / spin down) is -6.9 / -6.9 eV. The net charge is +1. Its energy above the lowest of the compared OMol25 structures with the same formula, charge and spin is 4.712 eV. As for the spin multiplicity: 6. As for the largest force on an atom: 2.49 eV/Å. The calculated total energy is -2103.09003 hartree.

***

Record 11
Formula: CH20B4CrO
Source: OMol25
Level of theory: ωB97M-V/def2-TZVPD

Structure (XYZ):
```
27
Properties=species:S:1:pos:R:3
Cr 1.94 23.29 5.17
B 3.20 24.08 7.00
H 2.46 23.96 7.88
H 2.70 24.82 6.30
H 4.22 24.39 7.45
H 3.27 23.07 6.48
B 0.72 24.65 3.99
H 1.17 25.09 4.93
H 1.50 24.68 3.14
H 0.46 23.56 4.16
H -0.29 25.16 3.74
B 2.36 21.33 4.17
H 2.90 20.52 3.55
H 2.26 22.31 3.62
H 1.32 20.97 4.50
H 2.98 21.56 5.10
B 0.50 22.40 6.62
H 0.68 23.51 6.51
H 1.49 21.86 6.61
H -0.06 22.28 7.62
H -0.20 22.03 5.77
C 3.99 23.86 2.80
O 3.67 23.94 4.19
H 4.63 22.99 2.60
H 3.13 23.63 2.16
H 4.45 24.76 2.42
H 4.24 24.64 4.51
```

The value obtained for the frontier orbital gap (spin up / spin down) is 8.3 / 8.9 eV. The LUMO energy (spin up / spin down) is 2.4 / 2.9 eV. The net charge is -1. Its energy above the lowest of the compared OMol25 structures with the same formula, charge and spin is 0.664 eV. As for the spin multiplicity: 4. As for the largest force on an atom: 2.73 eV/Å. The calculated total energy is -1268.96548 hartree.